<A>
An isolated molecule of C5H8ClNS. Source: the Open Molecules 2025 dataset; level of theory: ωB97M-V/def2-TZVPD.

Properties
- highest occupied orbital energy (eV) = -8.869
- SMILES string = S[C@]12CNC[C@]1(Cl)C2
- 2S+1 = 1

Bonds (Å) are listed after each position.
Positions of all 16 atoms, in Å:
1 C 0.5450 -0.3666 -0.4399  C2 1.452, C4 1.476, C5 1.547, S15 1.826
2 C 0.3046 0.8921 -1.1233  C1 1.452, H7 1.119, H8 1.120, N14 1.544
3 C -0.3188 0.9657 1.1885  C4 1.548, H10 1.098, H11 1.098, N14 1.468
4 C -0.5431 -0.4286 0.5555  C1 1.476, C3 1.548, C5 1.529, Cl16 1.863
5 C 0.0705 -1.7447 0.0774  C1 1.547, C4 1.529, H12 1.125, H13 1.110
6 H 2.5205 0.9262 0.1286  S15 1.282
7 H 1.2461 1.3420 -1.5271  C2 1.119
8 H -0.4229 0.9602 -1.9716  C2 1.120
9 H -1.0707 2.3404 -0.1444  N14 1.117
10 H 0.5829 0.7931 1.7912  C3 1.098
11 H -1.1457 1.4496 1.7255  C3 1.098
12 H -0.6626 -2.4357 -0.4237  C5 1.125
13 H 0.7821 -2.3428 0.6833  C5 1.110
14 N -0.0882 1.8387 0.0311  C2 1.544, C3 1.468, H9 1.117
15 S 2.3032 -0.3353 0.0505  C1 1.826, H6 1.282
16 Cl -2.2595 -0.3793 -0.1669  C4 1.863

=====

<B>
An isolated molecule of C5H8ClNS. Source: the Open Molecules 2025 dataset; level of theory: ωB97M-V/def2-TZVPD.

Properties
- highest occupied orbital energy (eV) = -8.341
- 2S+1 = 1

Bonds (Å) are listed after each position.
Positions of all 16 atoms, in Å:
1 C 1.3345 -1.6072 -1.1054  C2 1.431, S7 2.002, H9 1.156, H10 1.172
2 C 0.9383 -0.2918 -1.5044  C1 1.431, N6 1.270, H11 1.052
3 C 2.3493 0.0519 1.2037  S7 1.622, Cl8 1.624
4 C -0.6167 1.4381 1.1389  C5 1.600, H12 1.065, H13 1.114, H14 1.123
5 C -0.8581 0.2260 0.1235  C4 1.600, N6 1.461, H15 1.044, H16 1.089
6 N 0.0755 0.4740 -0.9727  C2 1.270, C5 1.461
7 S 1.8270 -1.4372 0.8280  C1 2.002, C3 1.622
8 Cl 2.8961 1.1969 0.1904  C3 1.624
9 H 2.1792 -2.0771 -1.7391  C1 1.156
10 H 0.4143 -2.3312 -1.0589  C1 1.172
11 H 1.2927 0.0597 -2.4306  C2 1.052
12 H -0.8624 2.3483 0.6444  C4 1.065
13 H -1.2610 1.4741 2.0476  C4 1.114
14 H 0.4129 1.4471 1.5882  C4 1.123
15 H -0.7572 -0.7792 0.3878  C5 1.044
16 H -1.8599 0.5403 -0.1674  C5 1.089

=====

We find <A> to be the most stable, with the next structure 6.5 kcal/mol higher.

=====

<A>
An isolated molecule of C4H5N3. Source: the Open Molecules 2025 dataset; level of theory: ωB97M-V/def2-TZVPD.

Properties
- highest occupied orbital energy (eV) = -8.145
- 2S+1 = 1

Bonds (Å) are listed after each position.
Positions of all 12 atoms, in Å:
1 C -1.5166 -0.0047 0.3793  N2 1.491, H8 1.090, H9 1.092, H10 1.091
2 N -0.3600 -0.3230 -0.5053  C1 1.491, C3 1.486, H11 1.028, H12 1.023
3 C 0.9639 0.0022 0.0859  N2 1.486, C4 1.400, C6 1.400
4 C 1.9917 -0.8599 -0.3146  C3 1.400, N5 1.167
5 N 2.7840 -1.6397 -0.6699  C4 1.167
6 C 1.1028 1.3320 0.5018  C3 1.400, N7 1.167
7 N 1.1251 2.4434 0.8570  C6 1.167
8 H -1.4345 -0.6245 1.2717  C1 1.090
9 H -2.4474 -0.1987 -0.1581  C1 1.092
10 H -1.4443 1.0475 0.6570  C1 1.091
11 H -0.5032 0.1377 -1.4130  N2 1.028
12 H -0.3495 -1.3272 -0.6983  N2 1.023

=====

<B>
An isolated molecule of C4H5N3. Source: the Open Molecules 2025 dataset; level of theory: ωB97M-V/def2-TZVPD.

Properties
- highest occupied orbital energy (eV) = -9.985
- SMILES string = CNC(C#N)C#N
- 2S+1 = 1

Bonds (Å) are listed after each position.
Positions of all 12 atoms, in Å:
1 C -1.5495 0.2056 0.1143  N2 1.460, H8 1.089, H9 1.095, H10 1.097
2 N -0.3453 -0.3264 -0.5180  C1 1.460, C3 1.407, H11 1.010
3 C 0.9124 -0.3158 0.1130  N2 1.407, C4 1.511, C6 1.666, H12 1.070
4 C 1.9125 -0.9784 -0.8057  C3 1.511, N5 1.161
5 N 2.6179 -1.6190 -1.4697  C4 1.161
6 C 1.0156 1.1137 0.9615  C3 1.666, N7 1.162
7 N 0.4087 2.0552 1.2701  C6 1.162
8 H -2.2282 -0.6210 0.3215  C1 1.089
9 H -2.0237 0.9380 -0.5480  C1 1.095
10 H -1.3693 0.7413 1.0543  C1 1.097
11 H -0.3492 -0.3416 -1.5282  N2 1.010
12 H 0.9981 -0.8518 1.0350  C3 1.070

=====

We find <A> to be the most stable, with the next structure 7.9 kcal/mol higher.